A structure of composition C4H7BiO2 in a non-equilibrium geometry, computed with ωB97M-V/def2-TZVPD.

Strongest force on any atom   4.0 eV Å⁻¹
Frontier orbital gap (spin up / spin down)   8.1039 / 4.5653 eV
Energy above the lowest of the compared OMol25 structures with the same formula, charge and spin   38.56 kJ/mol
Multiplicity   1
Net charge   +2

Atoms and positions in Å:
C: -1.168 0.290 -0.205
C: 0.014 -0.236 0.137
C: 1.328 0.363 -0.244
O: 2.033 -0.386 -1.153
Bi: 3.862 -0.865 -1.284
H: -1.200 1.242 -0.749
H: 0.047 -1.170 0.711
H: 1.164 1.402 -0.591
H: 2.129 0.426 0.667
O: -3.524 0.565 0.284
C: -2.491 -0.373 0.033
H: -2.405 -1.102 0.857
H: -3.671 0.617 1.233
H: -2.800 -0.924 -0.867

=====

A cluster of 2 separate species, C4H7Br2N in total in a non-equilibrium geometry, computed with ωB97M-V/def2-TZVPD.

Strongest force on any atom   3.7 eV Å⁻¹
Frontier orbital gap (spin up / spin down)   7.4991 / 8.8571 eV
Multiplicity   3

Atoms and positions in Å:
C: 1.418 -1.130 0.728
C: -1.623 -0.066 -0.541
C: -0.426 0.958 -0.897
C: 0.381 1.201 0.330
N: 0.946 -1.866 1.554
Br: 2.784 -1.359 -0.561
Br: 2.072 2.017 0.017
H: -1.237 -1.009 -0.241
H: -2.267 0.217 0.249
H: -2.203 -0.277 -1.362
H: -0.811 1.965 -0.937
H: 0.131 0.864 -1.777
H: -0.188 1.096 1.244
H: 1.024 -2.611 2.194

=====

A structure of composition C4H7Br2N2OS in a non-equilibrium geometry, computed with ωB97M-V/def2-TZVPD.

Strongest force on any atom   4.1 eV Å⁻¹
Frontier orbital gap   9.2148 eV
Energy above the lowest of the compared OMol25 structures with the same formula, charge and spin   0.00 kJ/mol
Multiplicity   1
Net charge   +1

Atoms and positions in Å:
C: 1.414 0.729 0.736
C: 1.476 -1.297 -0.908
C: 0.758 -0.070 -1.487
C: -3.176 -0.608 0.119
N: 0.887 1.002 -0.487
N: 1.687 1.654 1.710
O: 0.215 0.041 -2.524
S: 2.113 -0.844 0.757
Br: -2.364 1.180 -0.031
Br: -1.811 -1.889 0.542
H: 0.595 -1.950 -0.705
H: 2.238 -1.955 -1.221
H: -3.948 -0.658 0.905
H: 0.671 1.973 -0.764
H: 0.974 2.429 1.686
H: 1.946 1.222 2.563
H: -3.675 -0.958 -0.891

=====

A cluster of 2 separate species, C4H7Br2NO2 in total in a non-equilibrium geometry, computed with ωB97M-V/def2-TZVPD.

Strongest force on any atom   4.9 eV Å⁻¹
Frontier orbital gap   9.6610 eV
Energy above the lowest of the compared OMol25 structures with the same formula, charge and spin   218.16 kJ/mol
Multiplicity   1

Atoms and positions in Å:
C: 0.869 1.227 1.077
C: 0.285 0.731 -0.244
C: -1.630 -1.513 -0.787
C: -0.411 -1.237 -0.034
N: -0.586 -1.296 1.403
O: -1.686 -1.167 1.861
O: 0.387 -1.402 2.164
Br: -3.097 -0.230 -0.529
Br: 1.019 -2.365 -0.510
H: 1.346 2.102 0.819
H: 0.096 1.406 1.838
H: 1.585 0.475 1.475
H: 1.120 0.436 -0.930
H: -0.533 1.230 -0.773
H: -1.444 -1.566 -1.932
H: -1.974 -2.444 -0.199

=====

A structure of composition C4H7BrCuN in a non-equilibrium geometry, computed with ωB97M-V/def2-TZVPD.

Strongest force on any atom   1.1 eV Å⁻¹
Frontier orbital gap (spin up / spin down)   5.4625 / 7.7317 eV
Multiplicity   2
Net charge   -1

Atoms and positions in Å:
Cu: -3.643 4.754 -3.318
Br: -2.428 2.853 -1.424
C: 0.928 -1.654 1.370
C: 0.693 -0.169 0.977
C: -0.091 0.120 -0.270
C: 0.341 -0.463 -1.537
N: 0.680 -0.877 -2.550
H: 0.030 -2.254 1.512
H: 1.399 -1.679 2.353
H: 1.628 -2.186 0.725
H: 1.635 0.368 0.863
H: 0.083 0.270 1.767
H: -0.170 1.201 -0.391
H: -1.085 -0.284 -0.077

=====

A cluster of 2 separate species, C4H7BrF2S in total in a non-equilibrium geometry, computed with ωB97M-V/def2-TZVPD.

Strongest force on any atom   2.6 eV Å⁻¹
Frontier orbital gap (spin up / spin down)   7.9157 / 8.6765 eV
Energy above the lowest of the compared OMol25 structures with the same formula, charge and spin   68.90 kJ/mol
Multiplicity   1

Atoms and positions in Å:
C: -1.504 -0.093 -1.493
C: -0.010 0.078 -1.860
C: 0.050 -0.319 2.596
C: 1.537 0.601 0.605
F: 2.718 0.366 1.189
F: 1.456 1.904 0.287
S: 1.127 -0.622 -0.594
Br: 0.630 -2.088 2.486
H: -1.670 0.286 -0.516
H: -2.215 0.363 -2.229
H: -1.842 -1.120 -1.386
H: 0.128 1.108 -2.057
H: 0.336 -0.403 -2.892
H: -0.953 -0.101 2.257
H: 0.210 0.041 3.607

=====

A structure of composition C4H7CaO4 in a non-equilibrium geometry, computed with ωB97M-V/def2-TZVPD.

Strongest force on any atom   4.3 eV Å⁻¹
Frontier orbital gap   8.5515 eV
Multiplicity   1
Net charge   +1

Atoms and positions in Å:
O: 0.152 2.450 0.936
C: -0.849 2.000 0.420
O: -1.754 2.560 -0.278
Ca: -2.356 1.028 -1.405
O: -0.904 0.616 0.138
C: 1.275 -0.409 -1.208
H: 1.942 0.437 -0.992
H: 1.920 -1.102 -1.766
H: 0.462 -0.063 -1.859
C: -0.076 -0.366 0.967
C: 0.669 -1.253 0.012
O: -0.916 -0.996 1.856
H: 0.622 0.221 1.575
H: -0.004 -2.040 -0.363
H: 1.492 -1.712 0.575
H: -1.674 -1.371 1.393

=====

An isolated molecule of C4H7Cl in a non-equilibrium geometry, computed with ωB97M-V/def2-TZVPD.

Structure (SMILES)   CC(C)=CCl
Strongest force on any atom   7.8 eV Å⁻¹
Frontier orbital gap   10.6497 eV
Energy above the lowest of the compared OMol25 structures with the same formula, charge and spin   209.62 kJ/mol
Multiplicity   1

Atoms and positions in Å:
C: -0.426 1.384 0.009
C: -0.031 -0.085 -0.009
C: 1.533 -0.610 -0.085
C: -0.929 -0.915 0.263
Cl: -2.722 -0.285 -0.075
H: -0.532 1.915 1.131
H: 0.266 1.879 -0.680
H: -1.478 1.269 -0.299
H: 1.215 -1.615 0.051
H: 1.793 -0.661 -1.153
H: 2.252 -0.205 0.694
H: -0.940 -2.070 0.153

=====

An isolated molecule of C4H7Cl in a non-equilibrium geometry, computed with ωB97M-V/def2-TZVPD.

Structure (SMILES)   ClCC1CC1
Strongest force on any atom   7.7 eV Å⁻¹
Frontier orbital gap   10.6864 eV
Energy above the lowest of the compared OMol25 structures with the same formula, charge and spin   283.91 kJ/mol
Multiplicity   1

Atoms and positions in Å:
Cl: -1.477 -0.730 0.082
C: 0.158 -0.692 -0.831
C: 0.983 0.430 -0.562
C: 0.554 1.501 0.369
C: 1.425 0.348 0.903
H: -0.022 -0.750 -2.083
H: 0.808 -1.736 -0.900
H: 1.570 0.890 -1.567
H: 0.997 2.695 0.414
H: -0.517 1.698 0.759
H: 1.058 -0.403 1.531
H: 2.492 0.490 1.173

=====

An isolated molecule of C4H7Cl in a non-equilibrium geometry, computed with ωB97M-V/def2-TZVPD.

Structure (SMILES)   C[C@@H]1C[C@H]1Cl
Strongest force on any atom   4.6 eV Å⁻¹
Frontier orbital gap   10.8976 eV
Energy above the lowest of the compared OMol25 structures with the same formula, charge and spin   203.62 kJ/mol
Multiplicity   1

Atoms and positions in Å:
C: -1.384 0.445 0.483
C: 0.080 0.374 0.402
C: 0.617 0.101 -1.094
C: 0.781 -0.864 0.157
Cl: 2.320 -0.651 1.100
H: -1.723 1.370 -0.186
H: -1.808 0.414 1.417
H: -1.452 -0.452 -0.011
H: 0.855 0.968 1.040
H: 1.506 0.493 -1.472
H: -0.202 -0.243 -1.769
H: 0.411 -1.956 -0.068

=====

The ion C4H7Cl2N3S with charge +2 in a non-equilibrium geometry, computed with ωB97M-V/def2-TZVPD.

Structure (SMILES)   CS[C@@]1(Cl)NC(Cl)=[NH+]C=[NH+]1
Strongest force on any atom   4.2 eV Å⁻¹
Frontier orbital gap   7.6710 eV
Energy above the lowest of the compared OMol25 structures with the same formula, charge and spin   41.68 kJ/mol
Multiplicity   1
Net charge   +2

Atoms and positions in Å:
C: 0.064 -1.810 -2.655
S: -0.541 -0.375 -1.676
C: 0.552 -0.124 -0.177
Cl: 2.090 -1.004 -0.304
N: 0.709 1.330 0.121
C: 0.166 2.036 1.084
Cl: 0.385 3.692 1.127
N: -0.576 1.390 2.092
C: -0.808 0.063 2.010
N: -0.322 -0.649 1.085
H: -0.603 -2.676 -2.464
H: 0.937 -2.185 -2.354
H: 0.046 -1.637 -3.732
H: 1.420 1.608 -0.581
H: -1.091 2.109 2.769
H: -1.529 -0.244 2.758
H: -0.899 -1.524 0.900

=====

A cluster of 2 separate species, C4H7Cl2NOSi in total in a non-equilibrium geometry, computed with ωB97M-V/def2-TZVPD.

Strongest force on any atom   2.8 eV Å⁻¹
Frontier orbital gap (spin up / spin down)   8.4186 / 6.6095 eV
Energy above the lowest of the compared OMol25 structures with the same formula, charge and spin   641.77 kJ/mol
Multiplicity   1

Atoms and positions in Å:
C: -0.026 0.204 -0.708
C: 2.251 0.726 -0.221
C: 0.815 0.581 0.512
C: 0.839 -0.581 1.516
N: 0.574 0.386 -1.775
O: 1.841 0.919 -1.585
Si: -3.430 -0.546 -0.972
Cl: -3.824 -2.527 -1.066
Cl: -4.026 0.140 0.785
H: 2.796 1.642 0.120
H: 3.083 -0.041 -0.086
H: 0.399 1.626 0.828
H: 1.324 -1.290 0.902
H: -0.164 -0.983 1.706
H: 1.485 -0.392 2.368
H: -3.935 0.134 -2.323